# 1
The following is a quantum chemistry calculation of C33H57GeN3O3P3RuS3Se as an isolated structure at a distorted geometry, from OMol25.

Calculated values
HOMO energy (alpha / beta) ... -9.2502 / -10.4810 eV
DFT total energy ... -8473.3586 a.u.
LUMO energy (alpha / beta) ... -2.2 / -2.9 eV
⟨S²⟩ ... 6.015
Frontier orbital gap (alpha / beta) ... 0.2586 / 0.2779 Ha
Largest force on an atom ... 1.674 eV/Å

```
! RIJCOSX wB97M-V def2-TZVPD def2/J DEFGRID3
* xyz 1 5
O -1.13128 -3.85235 -1.09449
H -3.07458 1.07775 -1.55889
C -1.13368 0.06735 4.70111
H -1.17798 -7.03765 1.31771
H -1.74038 3.58265 -4.85119
C -1.66348 -6.08745 1.10811
H -0.31598 -5.27235 -3.16459
C -0.79718 -4.95525 1.62641
C -3.56848 -1.66375 3.64241
C -0.84498 0.83415 -6.90319
C -2.28938 0.55865 5.44421
C 1.31162 2.70145 2.27241
H 1.83782 -1.14965 2.64671
H -0.20058 4.00895 -0.94899
C 0.03042 -0.27525 -4.14789
O -1.41138 -3.68645 1.36211
C 5.65892 0.42695 -0.73719
N -5.28168 -0.02075 3.55731
C -4.24618 -2.33505 2.63661
C 1.09772 -0.81195 4.64171
C -3.57728 0.36775 5.14651
H -1.46898 1.68475 -1.98579
S -2.28098 -1.32845 -0.06929
C 5.32412 0.61575 0.59341
N -0.04578 -0.33925 2.60551
H -4.08088 0.83335 0.88141
H -1.53178 1.41445 -7.51179
H -6.76988 -0.38005 2.19961
H 8.71502 1.86585 -0.68779
H 2.54092 1.08815 -3.74359
C 6.88152 0.88775 -1.19889
H 1.45292 3.75045 2.53331
H 1.45532 2.21265 -2.87549
H 2.76892 4.31485 0.54611
H -0.94348 -0.20945 -7.18669
P -0.96218 -2.81465 0.11861
H 0.43002 2.30995 2.77951
P -1.94448 1.82245 0.40121
P 1.12012 2.54245 0.45211
H -3.78218 1.26915 -4.54139
C -0.89498 2.98985 -4.51219
H -4.33038 0.86445 5.74341
N -5.37678 -1.88215 2.11771
H -2.04088 1.13425 6.32811
H -4.23728 2.57635 0.55381
H -2.03008 -4.89135 -3.38989
H 0.16592 1.15645 -7.13569
H 2.57312 3.71375 -1.11239
Se 0.87852 -0.19405 -2.37399
C -0.90008 -3.35465 -2.40739
H -1.94248 0.42735 2.73261
H -0.76408 3.16985 -3.45179
C 6.17352 1.29265 1.45421
H 7.16242 0.73165 -2.22909
Ge -1.23018 1.07515 -4.97179
H -0.69018 -5.00545 2.71351
H -0.52018 -1.21625 -4.14749
H -0.80368 -4.10555 -4.40129
H -1.43568 3.69785 1.82891
C -0.10738 3.89825 0.13601
H 3.50822 2.77305 0.06281
S 3.77552 -0.04495 1.28371
C 7.39522 1.74875 0.98821
H 4.98122 -2.06095 1.73361
H -3.65448 2.01605 2.13791
C -1.09198 0.07205 3.30531
C -1.46398 3.57505 0.74261
H -2.24458 4.23645 0.35401
H -2.66438 -2.06365 4.07481
C 2.64612 3.42355 -0.06699
H -1.63958 -2.56785 -2.60469
H -3.38098 -0.26925 -5.29139
C 4.22312 -1.80095 1.00081
H 0.87582 -0.40125 -4.82789
C 1.02212 -0.78835 3.25861
C -2.35828 1.87985 -1.38289
H 0.28762 4.83715 0.53461
C 7.75302 1.53145 -0.33289
H 0.19782 -4.98285 1.16861
H 3.33302 -2.40705 1.14421
H 2.76772 1.37455 -1.99409
H -0.01078 3.34115 -5.03459
C -4.13198 -0.45975 4.07621
H 4.97112 -0.07435 -1.40369
O 2.69232 0.30225 0.31451
H 4.59992 -1.94205 -0.00539
H 0.10922 -2.91695 -2.45179
C -3.06818 0.45135 -4.53989
C 0.01222 -0.36445 5.37301
C 2.04152 1.29995 -2.79819
C -3.64948 1.81655 1.06791
H -2.63948 -6.07075 1.58871
H 1.98752 -1.17315 5.13451
H -1.80498 -5.99025 0.03471
H 5.87582 1.45055 2.48011
H -2.79908 2.84175 -1.64769
H -3.10878 -0.03945 -3.57259
C -5.83908 -0.74815 2.61191
H 8.06932 2.26205 1.65711
H 0.03702 -0.36655 6.45211
Ru 0.09932 0.19415 0.22061
H -3.87378 -3.26595 2.23291
H 2.18152 2.12325 2.58251
S 0.99422 -2.36305 0.26251
C -1.02308 -4.48485 -3.40689
*
```



# 2
The following is a quantum chemistry calculation of C33H57HfN4OP2 as an isolated structure at a distorted geometry, from OMol25.

Calculated values
HOMO energy (alpha / beta) ... -15.0723 / -15.0878 eV
DFT total energy ... -2315.7183 a.u.
LUMO energy (alpha / beta) ... -10.1 / -10.1 eV
Frontier orbital gap (alpha / beta) ... 0.1844 / 0.1851 Ha
Energy above the lowest of the compared OMol25 structures with the same formula, charge and spin ... 0.0 kcal/mol
Largest force on an atom ... 7.412 eV/Å

```
! RIJCOSX wB97M-V def2-TZVPD def2/J DEFGRID3
* xyz 3 1
H 5.25320 2.44954 -0.72112
H -0.72252 -5.44459 2.00174
C -3.91446 1.28242 -1.50176
C 0.15681 -5.61097 1.37306
H -1.78688 -4.28403 0.36285
P 2.45395 0.97834 -0.27546
H -2.35005 2.41743 -2.54524
Hf 0.09465 0.10856 0.27720
H 0.97234 1.79661 5.30931
C -4.45017 2.44239 -0.65966
H 3.00958 2.17546 2.34821
H -1.13324 -5.10450 -1.05631
H -5.56653 -0.16660 -1.12999
H -1.40606 2.76866 1.95031
H -2.12266 3.55267 4.56486
H 5.22851 0.49409 -1.51227
N 0.17008 -0.14268 -1.96868
H -4.45989 1.02920 1.79902
N 0.08400 1.19559 2.19842
C -2.21344 -0.71395 -2.00790
C 1.19425 0.33055 -2.72226
C -4.68320 0.00972 1.45472
C 4.35733 3.07325 -0.75069
C 0.39865 -0.89643 -4.62878
H 2.64100 4.64999 0.48226
N 0.61266 -1.95667 1.04404
H -1.44231 -2.00421 -4.26336
H 3.95416 -0.19659 2.01222
C 3.79348 2.49274 1.64592
H -4.44534 -2.13040 -0.37444
C 0.58007 1.72534 4.31252
H -2.99920 -1.33546 -2.45886
C -5.06989 0.36719 -1.94760
H 1.68392 -4.18534 -1.36552
C -0.95816 -4.27325 -0.35863
H 1.74283 3.85135 -0.81731
H -3.08055 1.11794 -3.53013
C 3.74739 -0.42750 -0.16919
H -3.00177 -1.24093 2.98730
H -2.82602 -2.63204 0.14017
H 2.03919 2.27167 -2.29402
H -5.50136 0.03969 0.72640
H 2.44910 -4.93214 0.06767
C 0.36653 -4.47787 0.38206
H -3.63708 3.11849 -0.37003
C 3.73134 -0.97491 1.26927
C -3.41923 -0.69581 0.93947
H 3.22530 0.98363 -2.57494
C -0.92310 -0.75116 -2.61126
H 5.58241 0.71992 0.23646
C -3.27948 1.88404 -2.77067
H 4.00738 3.14181 -1.78837
H -1.55075 -1.33546 1.97706
H 1.34921 3.50571 0.88910
H 1.55070 0.01536 3.26808
H 1.34314 -5.87110 -0.94713
H -5.05750 -0.54537 2.33225
C 2.16398 3.70144 0.18498
H 2.10887 0.45389 -4.65181
H 4.64762 1.80491 1.71947
H -0.80542 4.65307 4.08724
H -5.82981 0.99372 -2.44309
H 2.76921 -1.43371 1.52097
H 2.35371 -1.92274 -0.99483
H -4.16762 -2.68229 1.29951
O -0.88759 3.16376 -0.60061
H -4.74346 -0.37305 -2.68606
H 4.14450 3.49007 1.95734
C 2.26591 1.21097 -2.08510
H 4.66751 4.08072 -0.43680
H -2.19618 0.25051 2.49671
C -1.03055 3.68165 4.55189
C -3.73488 -2.10957 0.46234
H -1.01604 -3.34271 -0.94639
H 4.05406 -2.39443 -1.00455
N -0.39582 2.59863 3.82780
C -0.66644 2.25864 2.55651
C 5.16674 0.03965 -0.51527
C 3.36962 -1.54488 -1.15569
C -0.68237 -1.31823 -3.87975
H 0.56341 -1.26871 -5.63475
H -0.01214 -6.54775 0.81926
H -4.99077 2.11761 0.23248
H -5.16136 3.00544 -1.28457
H -0.66097 3.68838 5.58278
H 3.46074 -1.22687 -2.20343
C -2.47221 -0.75446 2.15067
H 1.03978 -5.75037 2.01068
C 1.52186 -4.87735 -0.52225
H 4.50197 -1.75836 1.35158
C 0.87648 0.85916 3.30344
H 5.81971 -0.84650 -0.52488
C 3.24788 2.61493 0.21584
C -0.59575 2.05948 -0.30025
C 0.81424 -3.14468 1.14626
H -3.99242 2.60104 -3.20583
C 1.28798 0.03592 -4.06995
P -2.57628 0.27372 -0.56225
*
```



# 3
The following is a quantum chemistry calculation of C33H57N3O4SiTi as an isolated structure at a distorted geometry, from OMol25.

Calculated values
HOMO energy (alpha / beta) ... -9.7557 / -9.7050 eV
DFT total energy ... -2895.3409 a.u.
LUMO energy (alpha / beta) ... -6.2 / -6.3 eV
⟨S²⟩ ... 0.821
Frontier orbital gap (alpha / beta) ... 0.1304 / 0.1258 Ha
Energy above the lowest of the compared OMol25 structures with the same formula, charge and spin ... 50.5 kcal/mol
Largest force on an atom ... 8.711 eV/Å

```
! RIJCOSX wB97M-V def2-TZVPD def2/J DEFGRID3
* xyz 1 2
H 5.39080 2.82352 0.56719
H 2.52418 0.62702 -4.78976
H -2.19137 2.96758 3.48207
C 0.43289 0.18125 -2.82301
C 5.08796 0.42211 1.68981
C 2.50985 0.00240 2.65622
C -0.93103 -3.44921 -3.00302
H 0.90976 -1.38380 -4.88210
C -4.82635 -0.10022 0.79806
C -2.06408 1.87694 3.45580
H 3.68087 3.17723 0.31213
H 3.28424 -1.78718 3.55810
H 4.54269 1.98184 -0.71778
H -4.96086 -2.40557 -4.21948
O -1.64513 -1.87458 2.77644
C 1.23555 2.89238 1.57036
H 0.40444 -0.40219 2.50782
C -2.97802 1.18576 2.48237
C -2.75614 1.14776 1.07352
H -2.31097 1.52758 4.46790
C 2.02671 3.73258 2.55094
C 1.14592 -0.08481 3.25501
C 1.87896 -3.17666 -4.17339
C 4.07966 1.28794 1.27513
H 3.26039 -1.84228 -1.22208
H -1.92547 4.96037 0.81063
H -2.75684 3.91549 1.97208
H 2.10527 3.22079 3.51955
H 1.68956 -4.25589 -4.20780
C 0.04019 3.46658 1.03565
C 4.80176 -0.71961 2.44348
H -4.39143 0.70037 -1.83707
C -3.48241 0.49857 -1.26162
H -2.77516 1.30590 -1.61602
H -5.78944 -0.76622 2.60856
H 0.83796 0.88956 3.65630
H -3.00434 -0.92073 -4.56720
H 0.03171 -0.77404 -2.45346
H -3.16402 3.79649 0.25728
N -2.26244 -1.96972 1.78702
H -0.07584 -4.95552 -4.35016
N -1.56589 1.65128 0.46534
H 1.14495 1.94504 -0.90770
C -0.66662 -1.64206 -7.85507
H 0.12164 -2.84429 -5.37272
H -1.55797 -4.20681 -4.97428
C -1.22939 2.93997 0.77574
H -1.61245 -5.36727 -3.61735
H 0.10690 4.55587 0.99744
H 5.59940 -1.41193 2.67904
H 6.09990 0.62806 1.35177
H 1.14808 -0.78380 4.09589
H 2.64869 -2.97028 -4.93155
H -1.92895 -3.18647 -2.62074
C 1.91328 1.98303 -1.68540
H -2.41848 -0.50957 -7.35235
H 2.73045 2.55670 -1.26800
C 4.42497 2.37774 0.30364
C -1.62471 -1.07151 -6.83192
H -0.20992 1.07774 -2.52320
O -2.18850 -2.11295 -6.04829
C -2.34511 3.95985 0.95922
C -3.32241 -1.64112 -5.33983
H -4.38575 -3.50497 -5.47315
O -0.81253 -1.22111 -0.16147
C -3.71372 0.53214 0.23661
C 2.74846 1.03612 1.71308
C -1.04552 -4.53406 -4.05792
Ti -1.22421 0.04016 -1.15501
H -3.45746 -3.31170 -3.97373
H 3.92155 1.26353 -3.88118
H 0.27161 0.18951 -3.90151
H 2.27837 -2.89258 -3.19426
H 4.54963 -1.04083 -2.13572
H -0.46014 -0.87324 -8.60266
C -4.06689 -2.78938 -4.71186
C 0.62134 -2.38279 -4.50347
C 3.23015 0.42172 -3.98162
O -0.33070 -2.20994 -3.42650
H -1.00880 1.65844 3.25949
H -3.13488 -0.52847 -1.59261
H 3.80311 -0.47855 -4.22524
C -4.06724 0.47994 2.99311
H 1.46485 2.54582 -2.50862
H -0.28864 -3.81564 -2.18761
H 3.99153 -0.41396 -0.55522
N 1.66055 1.71514 1.19630
H -1.09206 -2.51521 -8.35999
H 3.04704 3.90730 2.18808
C -4.96049 -0.19149 2.17210
Si 2.34382 0.25867 -2.33032
H -1.09290 -0.36911 -6.16533
H -5.55564 -0.55005 0.12727
C 3.51176 -0.91945 2.94221
H 0.28612 -1.92526 -7.39663
H 1.52754 4.69491 2.69975
C 3.68465 -0.86081 -1.46002
H -3.99567 -1.11126 -6.03345
H -4.19768 0.44539 4.07504
*
```



# 4
The following is a quantum chemistry calculation of a 7-piece molecular cluster, C33H58BBrF3N2O17S3 overall at a distorted geometry, from OMol25.

Calculated values
HOMO energy ... -10.7795 eV
DFT total energy ... -6773.1631 a.u.
LUMO energy ... -5.6 eV
Frontier orbital gap ... 0.1907 Ha
Largest force on an atom ... 8.348 eV/Å

```
! RIJCOSX wB97M-V def2-TZVPD def2/J DEFGRID3
* xyz 1 1
H 1.64425 -2.97151 7.99437
H -7.35623 3.92095 1.36756
B 1.64509 -0.23365 -2.73645
O -4.63813 -4.95634 -0.82463
C 4.32034 9.56306 -0.12608
C -1.05168 2.18059 -0.94540
H 4.31403 -5.91881 -5.41458
H 5.60615 6.33112 -0.38222
O 0.75163 -1.05475 -3.51882
Br -1.86730 0.92795 -2.27273
C -8.59120 3.51581 3.90142
H -6.15786 -3.32356 1.74611
H 1.15590 1.79061 -0.53794
N -0.50555 -4.62383 0.38686
C 5.37511 7.31481 -0.79924
H -0.43589 -3.50059 3.95829
H 4.69819 7.18557 -1.64680
O 2.23808 -3.53458 -2.84361
O -4.56656 1.65943 0.66571
H 1.34903 -6.77202 8.26865
C -6.73409 3.43388 2.12203
C 0.12871 1.49946 -0.06503
O -3.43203 -4.06492 1.26841
S -4.46603 -3.66673 -0.00815
H 1.84337 -3.97466 1.71500
O -3.92274 -2.62511 -0.96846
H 6.30594 7.78382 -1.12575
H 2.14586 4.25385 -7.69828
O -4.96618 -0.59498 1.55893
H 2.26802 -7.21736 -6.57699
C 0.47330 -6.25406 7.87142
H -6.79764 2.34811 2.02273
C -0.54413 3.50509 -1.78146
F 4.74836 -2.45738 -1.57765
C 0.85734 -4.86992 7.42175
H -6.98863 -3.98620 0.20914
H 2.32887 -4.34725 8.88410
H 0.62604 -2.17052 3.19192
C 3.90725 -5.00441 -5.85232
N 0.99833 -1.02360 -0.64337
C -0.20742 -5.10034 1.77730
H -0.58240 4.58150 3.35632
H 0.53463 3.66348 -8.21720
O 3.46359 -4.87809 -8.18714
C 4.71734 8.16248 0.25698
C 1.65405 2.28335 -7.02675
C 3.13709 -5.33400 -7.10341
O 2.19640 0.95058 -3.39407
C 0.40643 5.04382 3.41790
H -1.92358 2.55977 -0.27044
H 3.85843 10.05637 0.73297
C 2.44953 5.57272 1.94835
O -3.06778 -2.45058 2.89026
C -2.70059 -2.90931 1.74574
H 3.59655 9.53370 -0.94375
H 1.33535 -3.37210 4.50549
H -2.42205 -0.03251 2.64621
C -0.32591 -3.15991 0.23652
C 3.87138 -2.96112 -0.57294
H -0.30882 -6.19423 8.63156
C -7.17915 3.84939 3.49880
H -3.98094 -0.19468 -0.65601
H 2.53419 0.45236 -7.67661
O 1.45231 1.84624 -5.90305
C -1.25585 -0.68045 0.80509
H -6.45621 -2.17091 0.23539
H 1.45052 1.35925 -3.93390
H 1.49051 -6.39707 -7.94643
H -0.03744 3.14434 -2.74752
O 0.72427 -4.52085 6.25812
H 1.61608 -5.19850 3.07844
H 0.14664 4.19881 -1.13411
H 4.73618 -4.33714 -6.10249
H -8.73764 2.43348 3.88117
O 2.01271 -0.44224 -1.33588
C 1.07089 4.98309 2.06884
H -8.77236 3.87475 4.91780
O 0.51052 4.47333 1.10697
H 0.28728 6.08456 3.72670
C -2.35608 0.26298 1.51872
H 0.80313 4.17756 -6.53895
H -1.49937 4.09214 -2.04046
H 3.13722 5.04924 2.61618
S -4.03351 0.21461 0.67698
H 5.20427 10.13204 -0.42268
H -5.69588 3.73884 1.96974
H 0.18261 1.91200 1.02396
H 3.23674 1.90615 -8.41511
C 2.30532 1.43876 -8.08812
H -1.09250 -4.99419 2.50839
H -9.29590 4.00633 3.22622
C 0.00704 -0.13106 -0.00230
H 2.42137 6.63668 2.19172
H 1.62552 1.31587 -8.93408
C 1.94834 -6.24775 -6.96525
C 0.90677 -2.50872 -0.54506
H 3.25504 -4.49892 -5.13630
H 0.05875 -6.22797 1.73708
O -6.42438 4.43402 4.25952
F 3.64695 -2.02161 0.51762
C -1.45262 -2.24433 0.93606
H 1.23070 -1.23941 -4.37432
H 2.80407 5.45811 0.92090
H 0.08961 -6.81881 7.01786
C 1.06321 -4.36340 2.47892
H 1.00344 4.49695 4.15115
C -6.20684 -3.23805 0.59374
C 1.26084 3.68662 -7.40171
S 2.23210 -3.55783 -1.33237
C 0.63260 -3.25017 3.58758
H -2.05379 1.38951 1.53121
H -1.42014 -4.94720 0.03158
H 1.20896 -5.79767 -6.29878
H 0.67105 -3.76935 9.24701
O 2.14607 -5.03525 -0.92596
F 4.52174 -4.09549 0.05800
O 4.51397 7.73045 1.38092
C 1.41146 -3.93232 8.46070
*
```



Q: Number 4 is which compound?
A: C33H58BBrF3N2O17S3